[1]
Entry from the Open Molecules 2025 dataset: a cluster of 4 separate species, C19H50BIN3O4 in total (ωB97M-V/def2-TZVPD).

Summary:
Lowest unoccupied orbital energy ... -3.1 eV
Charge ... +1
Relative energy (zero: lowest compared OMol25 entry of this formula, charge and spin) ... 0.0 kcal/mol
HOMO-LUMO gap ... 8.46 eV

Each line ends with the Löwdin charge.
CARTESIAN COORDINATES (ANGSTROEM)
C -3.90284 1.33435 0.05996  -0.060
C -2.69754 0.40392 0.41744  -0.232
N -2.33784 -0.49862 -0.69903  0.046
N -1.25367 -1.37378 -0.25365  0.024
C -1.80652 -2.77787 -0.17402  -0.172
C -1.77780 -3.33595 1.30325  -0.720
C -0.49343 -4.19643 1.57661  -0.158
I -3.51313 -4.64173 1.58955  0.863
B -0.03224 -1.21293 -1.15546  -0.509
O 0.18751 -2.05462 -2.26802  0.171
N 0.96634 -0.13895 -0.95860  -0.112
C 1.38932 -0.04517 0.45002  -0.082
C 0.50717 1.15941 -1.51113  -0.048
H -3.58906 2.06930 -0.70936  0.082
H -4.20313 1.88711 0.97032  0.092
H -4.76206 0.75871 -0.33673  0.082
H -3.01168 -0.16476 1.32282  0.128
H -1.83775 1.04297 0.72781  0.112
H -2.05191 0.03406 -1.51863  0.124
H -1.07613 -1.08573 0.71946  0.148
H -1.28253 -3.51716 -0.80209  0.124
H -2.85771 -2.76921 -0.51420  0.098
H -1.89323 -2.51274 2.03957  0.072
H -0.08363 -4.54737 0.60621  0.081
H -0.74662 -5.10079 2.15906  0.045
H 0.28556 -3.63198 2.13348  0.083
H 0.93692 -2.60580 -1.99864  0.123
H 2.24398 0.65250 0.56004  0.101
H 1.58447 -1.03029 0.91449  0.103
H 0.55062 0.45284 1.01861  0.083
H -0.25475 1.01156 -2.30086  0.095
H 1.39596 1.68262 -1.92751  0.106
H 0.14994 1.79897 -0.67192  0.093
C -8.29242 4.58052 -2.36775  -0.077
C -6.77897 4.52688 -2.47740  -0.278
O -6.22956 3.26010 -2.14626  -0.179
C -6.63696 2.17118 -2.95800  -0.286
C -6.25555 2.32597 -4.41995  -0.078
H -8.61959 4.23072 -1.38698  0.083
H -8.64776 5.60094 -2.51550  0.080
H -8.77274 3.94916 -3.11790  0.068
H -6.34817 5.23641 -1.76890  0.118
H -6.44582 4.83873 -3.47250  0.108
H -7.71188 1.99571 -2.84891  0.110
H -6.13542 1.28919 -2.55340  0.103
H -6.80046 3.14496 -4.89267  0.070
H -6.48467 1.41271 -4.97115  0.079
H -5.18959 2.54071 -4.51920  0.080
C 5.84522 0.09886 4.56462  -0.072
C 5.23010 0.77623 3.35311  -0.278
O 3.82388 0.60216 3.25709  -0.187
C 3.05406 1.12607 4.32773  -0.283
C 3.19051 2.62915 4.49625  -0.076
H 5.55419 -0.95239 4.60676  0.084
H 6.93315 0.16287 4.52378  0.082
H 5.51924 0.56674 5.49548  0.070
H 5.65137 0.33227 2.44883  0.104
H 5.48532 1.84037 3.32596  0.111
H 3.29157 0.60296 5.25935  0.110
H 2.01361 0.88937 4.09486  0.110
H 4.19626 2.90800 4.81557  0.071
H 2.49024 2.99191 5.24993  0.080
H 2.99160 3.14211 3.55314  0.081
C 4.64463 -0.65084 -0.60257  -0.067
C 4.76412 -2.02059 0.04006  -0.271
O 4.08679 -3.04160 -0.67849  -0.175
C 4.54195 -3.27740 -2.00354  -0.285
C 5.99151 -3.72168 -2.07814  -0.074
H 3.59797 -0.41241 -0.79042  0.047
H 5.07386 0.11472 0.04617  0.074
H 5.16703 -0.60519 -1.56013  0.076
H 4.30115 -1.98873 1.02923  0.113
H 5.81250 -2.29270 0.19645  0.112
H 4.36867 -2.39484 -2.62889  0.108
H 3.90808 -4.07141 -2.40327  0.115
H 6.67222 -2.92584 -1.76944  0.070
H 6.25021 -4.00245 -3.09977  0.082
H 6.16596 -4.57604 -1.42208  0.086

[2]
Entry from the Open Molecules 2025 dataset: a cluster of 8 separate species, C19H52ClO21S7 in total (ωB97M-V/def2-TZVPD).

Summary:
Lowest unoccupied orbital energy (spin up / spin down) ... -1.3 / -6.2 eV
Relative energy (zero: lowest compared OMol25 entry of this formula, charge and spin) ... 78.5 kcal/mol
Multiplicity ... 2
HOMO-LUMO gap (spin up / spin down) ... 7.82 / 2.92 eV

Each line ends with the Löwdin charge.
CARTESIAN COORDINATES (ANGSTROEM)
Cl 10.26079 -10.77549 -1.28797  0.598
O 8.88822 -11.09945 -0.99265  -0.384
O 10.58298 -9.87500 -0.31268  -0.352
O 11.02717 -12.03965 -0.99908  -0.371
O 10.48444 -10.16818 -2.55697  -0.369
O 11.19413 -16.99825 -2.68651  -0.312
S 9.76624 -16.67001 -2.44651  0.731
O 9.22255 -16.66026 -1.07503  -0.318
O 9.43045 -15.20175 -3.22581  -0.321
C 8.40835 -14.24447 -2.67230  -0.177
C 7.05130 -14.62668 -3.36861  -0.080
C 8.58840 -17.58304 -3.70682  -0.077
H 8.62734 -13.21394 -2.95186  0.103
H 8.17228 -14.41861 -1.62252  0.092
H 6.31803 -13.87475 -3.07704  0.069
H 6.73529 -15.56562 -2.91403  0.056
H 7.06480 -14.70306 -4.45584  0.078
H 9.02684 -17.68664 -4.69936  0.063
H 7.57916 -17.17287 -3.74253  0.034
H 8.43068 -18.60065 -3.34947  0.050
O 7.16548 -13.93615 3.33305  -0.346
S 7.73674 -13.95242 1.94163  0.749
O 7.52576 -15.03879 0.96986  -0.320
O 7.41246 -12.45818 1.19594  -0.296
C 6.02273 -12.07917 0.95271  -0.247
C 5.15444 -12.01725 2.21008  -0.076
C 9.57861 -13.64342 2.02560  -0.066
H 5.55167 -12.78946 0.27323  0.104
H 5.90951 -11.31065 0.18809  0.093
H 4.75938 -11.02167 2.41218  0.067
H 5.72656 -12.29434 3.09552  0.047
H 4.34908 -12.74799 2.28432  0.080
H 9.95316 -13.66108 1.00212  0.045
H 10.13510 -14.39683 2.58309  0.066
H 9.65391 -12.68918 2.54699  0.065
O 13.97091 -18.23643 2.09892  -0.319
S 12.73134 -17.46951 1.96590  0.678
O 12.54218 -16.32892 2.85526  -0.309
O 12.75886 -16.91786 0.40619  -0.299
C 13.58780 -15.76938 0.23849  -0.261
C 12.63515 -14.68569 -0.23708  -0.063
C 11.30629 -18.69053 1.88272  -0.076
H 14.24146 -16.12718 -0.55700  0.123
H 14.21399 -15.61561 1.11732  0.112
H 13.00497 -13.70493 0.06201  0.080
H 11.60499 -14.92439 0.02726  0.062
H 12.44272 -14.63540 -1.30878  0.068
H 11.19209 -19.02143 0.85046  0.063
H 10.40820 -18.13561 2.15401  0.059
H 11.47189 -19.53421 2.55270  0.064
O 9.77858 -7.63355 6.95834  -0.296
S 8.55719 -7.98094 6.26061  0.680
O 7.48217 -6.97950 6.09520  -0.326
O 8.93925 -8.59537 4.74602  -0.275
C 7.83025 -8.81533 3.76032  -0.235
C 8.34182 -8.75210 2.33536  -0.068
C 7.79986 -9.52321 6.98906  -0.096
H 7.00636 -8.10234 3.79141  0.109
H 7.38915 -9.78098 4.00739  0.108
H 9.05237 -9.53825 2.08005  0.074
H 8.82247 -7.83849 1.98550  0.079
H 7.46517 -8.93901 1.71515  0.071
H 8.39594 -10.43565 6.97373  0.073
H 6.96769 -9.56846 6.28653  0.044
H 7.50692 -9.33795 8.02249  0.067
O 13.42516 -10.74208 -8.50479  -0.315
S 12.23551 -11.59356 -8.56953  0.684
O 12.17397 -12.86271 -9.28653  -0.293
O 11.63256 -11.71163 -7.03376  -0.279
C 12.44591 -12.11061 -5.95967  -0.280
C 11.50521 -12.73364 -4.89735  -0.053
C 10.88194 -10.47012 -9.17359  -0.105
H 12.94476 -11.24299 -5.52783  0.114
H 13.30232 -12.76426 -6.12520  0.123
H 11.02221 -13.66518 -5.19236  0.076
H 10.76933 -12.02835 -4.51116  0.057
H 12.13567 -12.95035 -4.03499  0.080
H 10.52024 -9.86597 -8.34156  0.056
H 10.00044 -11.08861 -9.34257  0.059
H 11.24483 -9.96466 -10.06853  0.067
C 8.76295 -4.89078 -4.23447  -0.132
S 10.39214 -5.83106 -4.30529  1.103
O 11.49514 -4.80616 -4.47365  -0.296
C 10.32568 -6.60824 -2.62954  -0.164
H 8.67448 -4.16569 -5.04350  0.077
H 8.90845 -4.31729 -3.31903  0.065
H 7.93408 -5.57707 -4.06104  0.036
H 9.41505 -7.18647 -2.78612  0.045
H 10.34920 -5.98113 -1.73832  0.092
H 11.07669 -7.38356 -2.47796  0.072
C 7.18900 -6.50195 -0.76626  -0.247
S 5.89096 -7.28358 -1.84394  0.875
O 6.02206 -6.66611 -3.23383  -0.610
C 6.59247 -9.05449 -1.94424  -0.204
H 8.14815 -7.01871 -0.73313  0.031
H 6.75562 -6.33065 0.21910  0.046
H 7.39076 -5.50795 -1.16546  0.037
H 6.31825 -9.48872 -0.98282  0.026
H 7.62364 -8.93741 -2.27753  0.025
H 6.28868 -9.68949 -2.77645  0.062

E_tot (eV)
-41943.672 -151892.635
Maximum force (eV/Å)
3.9 6.2